Density functional theory data (the ωB97M-V functional and the def2-TZVPD basis) for a structure of composition C80H180AsF6P5 in a non-equilibrium geometry.

```
! RIJCOSX wB97M-V def2-TZVPD def2/J DEFGRID3
* xyz 4 1
As 0.4720 -0.0088 0.5250
F -1.0418 0.4574 -0.0600
F 0.4768 -1.6119 -0.1536
F 1.9875 -0.5613 1.1216
F 0.7356 1.4749 1.3297
F -0.3240 -0.5879 1.9518
F 1.2434 0.6122 -0.8417
C -2.2085 -3.4631 -0.5771
C -2.4166 -2.9322 -2.0311
C -1.6741 -1.6048 -2.2605
C -1.7137 -1.1008 -3.7030
P -0.5532 0.2151 -4.1224
C 1.1071 -0.2553 -3.8382
C 1.5867 -1.6188 -4.4292
C 1.2627 -2.8347 -3.5156
C 1.9858 -4.0741 -4.0406
C -0.7190 0.5088 -5.8513
C -2.0881 0.4657 -6.4475
C -2.1680 1.2055 -7.8111
C -1.5663 0.4438 -8.9763
C -0.7802 1.6733 -3.1783
C -2.1907 2.3240 -3.0669
C -2.1063 3.6078 -2.1356
C -1.8987 3.3492 -0.6662
H -2.2718 -2.6577 0.1214
H -1.1828 -3.7891 -0.5275
H -2.9001 -4.3089 -0.3249
H -3.4373 -2.7134 -2.3438
H -2.0446 -3.6792 -2.7884
H -0.6392 -1.7047 -2.0380
H -2.0918 -0.8511 -1.5840
H -2.7665 -0.8878 -3.9715
H -1.3277 -1.8733 -4.3268
H 1.2369 -0.2561 -2.7608
H 1.6156 0.5871 -4.3145
H 2.6593 -1.5261 -4.6803
H 1.0165 -1.8579 -5.2514
H 0.2093 -3.1376 -3.4347
H 1.4850 -2.4755 -2.4720
H 1.6566 -4.9330 -3.4594
H 3.0733 -3.8958 -3.9669
H 1.8098 -4.2665 -5.1048
H 0.0418 -0.1616 -6.3063
H -0.2528 1.5044 -5.9836
H -2.7776 0.8753 -5.6786
H -2.3739 -0.5979 -6.4624
H -1.8344 2.2330 -7.5561
H -3.2795 1.3768 -8.0181
H -1.7773 0.9990 -9.8754
H -1.9897 -0.5371 -9.0274
H -0.5115 0.3455 -8.8050
H -0.0643 2.3056 -3.6712
H -0.3719 1.4741 -2.1779
H -2.8332 1.6415 -2.5199
H -2.6467 2.6009 -4.0370
H -3.0626 4.0840 -2.1699
H -1.3719 4.3060 -2.6354
H -2.4351 2.4263 -0.4292
H -2.2851 4.2181 -0.0531
H -0.8747 3.0593 -0.3870
C -12.0501 -0.2598 1.7399
C -12.7106 -0.3493 0.3831
C -11.6833 -0.1644 -0.7392
C -11.1958 1.2769 -0.9262
P -9.8103 1.5225 -2.0663
C -9.9657 0.6580 -3.6404
C -8.7497 0.7963 -4.5602
C -8.8133 -0.2921 -5.6291
C -7.7445 -0.2136 -6.6984
C -9.7739 3.3199 -2.3346
C -8.7141 3.9580 -3.2207
C -8.3529 5.3713 -2.7670
C -7.4183 5.9876 -3.7812
C -8.2286 1.1115 -1.3083
C -7.9569 -0.3368 -0.8803
C -6.4617 -0.6539 -0.5418
C -6.2549 -2.1740 -0.5959
H -11.4302 0.6974 1.8238
H -11.4315 -1.1429 1.9743
H -12.8690 -0.3000 2.5263
H -13.5187 0.3484 0.2914
H -13.1480 -1.3579 0.3143
H -12.2715 -0.4271 -1.6283
H -10.9090 -0.8603 -0.6323
H -10.9370 1.8097 -0.0005
H -11.9816 1.8337 -1.4105
H -10.8727 1.0132 -4.1437
H -10.1420 -0.4175 -3.4522
H -7.8252 0.8672 -3.9810
H -8.8376 1.7273 -5.0983
H -9.7938 -0.4518 -6.1250
H -8.6460 -1.2075 -4.9881
H -7.7063 -1.1503 -7.2122
H -6.8091 -0.0090 -6.1649
H -7.9570 0.6344 -7.4052
H -9.8922 3.7755 -1.3322
H -10.7736 3.5015 -2.7069
H -9.1551 3.9798 -4.2628
H -7.8510 3.3260 -3.2412
H -7.9979 5.4095 -1.7749
H -9.3159 5.8561 -2.7078
H -6.4783 5.4259 -3.6385
H -7.2013 7.0430 -3.5729
H -7.7871 5.8412 -4.7657
H -8.0337 2.0118 -0.7163
H -7.5189 1.2823 -2.1037
H -8.2412 -1.1048 -1.7312
H -8.5312 -0.6078 -0.0109
H -6.2778 -0.2634 0.4747
H -5.7802 -0.1162 -1.2257
H -6.2975 -2.6102 -1.5658
H -7.0529 -2.7007 -0.0137
H -5.2987 -2.4738 -0.1383
C -3.0404 -0.7581 5.7530
C -1.7648 -0.9831 6.5208
C -1.0125 -2.3333 6.3552
C -0.3898 -2.2647 4.9353
P 0.5011 -3.7412 4.3197
C 0.8917 -3.4723 2.6311
C 1.6816 -4.6503 1.9657
C 1.9293 -4.4386 0.4335
C 3.2793 -4.9790 0.0292
C 1.9045 -4.1636 5.3378
C 3.2452 -3.3668 5.1716
C 3.2718 -1.8545 5.2807
C 2.8233 -1.3125 6.6473
C -0.4607 -5.2734 4.5677
C -1.6323 -5.5163 3.5780
C -2.6578 -6.4526 4.1901
C -3.8656 -6.6831 3.3705
H -3.4259 0.2274 6.0864
H -3.6842 -1.5910 5.9861
H -2.7501 -0.6260 4.7250
H -1.9017 -0.9382 7.5945
H -1.0252 -0.1866 6.3638
H -1.6977 -3.1623 6.4604
H -0.2375 -2.3911 7.0740
H 0.1850 -1.3766 4.7927
H -1.2060 -2.0697 4.2258
H 1.4839 -2.5968 2.4754
H -0.0905 -3.3135 2.1060
H 1.2380 -5.6290 2.1682
H 2.6582 -4.6721 2.4548
H 1.9724 -3.3835 0.2390
H 1.2020 -4.9476 -0.2238
H 3.4309 -6.0136 0.2404
H 4.0751 -4.5135 0.6328
H 3.5041 -4.6481 -1.0400
H 2.1805 -5.1169 4.9788
H 1.4940 -4.2719 6.3348
H 3.5666 -3.5401 4.1306
H 3.9317 -3.7907 5.9031
H 2.7823 -1.3099 4.5116
H 4.3299 -1.6249 5.2087
H 1.8891 -0.7497 6.5425
H 3.6130 -0.7309 7.1336
H 2.5585 -2.1204 7.2570
H -0.7922 -5.3456 5.5891
H 0.2577 -6.0922 4.4776
H -1.2754 -5.8269 2.5791
H -2.0660 -4.5170 3.4557
H -2.9717 -6.0269 5.1487
H -2.1210 -7.4013 4.4011
H -4.3424 -7.6081 3.6695
H -3.5645 -6.9733 2.3540
H -4.5241 -5.8255 3.2302
C 10.3624 -6.8783 3.9773
C 9.0187 -6.1077 4.0838
C 8.9760 -4.8370 3.2172
C 8.7117 -5.1263 1.7291
P 8.8440 -3.5533 0.8258
C 8.1817 -3.7126 -0.8303
C 6.7698 -4.1599 -1.1885
C 6.4896 -4.1295 -2.7106
C 6.1730 -2.8208 -3.3806
C 8.0723 -2.1815 1.7438
C 6.5947 -2.4387 2.0741
C 5.7852 -1.1725 2.5188
C 5.4191 -0.1746 1.4883
C 10.6452 -3.1683 0.7109
C 10.8875 -1.7797 0.1002
C 11.9308 -1.8051 -1.0088
C 11.5988 -2.5920 -2.2884
H 10.3727 -7.7081 4.6619
H 11.2633 -6.2988 4.3060
H 10.5387 -7.1067 2.9003
H 8.8019 -5.8447 5.0862
H 8.2922 -6.8535 3.7839
H 9.8699 -4.2529 3.4110
H 8.2059 -4.1418 3.7100
H 7.7018 -5.5217 1.6864
H 9.4040 -5.8130 1.3312
H 8.8953 -4.4132 -1.2595
H 8.3933 -2.6979 -1.2325
H 6.0526 -3.5957 -0.6206
H 6.6678 -5.1896 -0.8257
H 5.6175 -4.7989 -2.8651
H 7.2824 -4.7684 -3.1359
H 6.0987 -3.0098 -4.4441
H 6.9805 -2.0822 -3.2147
H 5.2473 -2.3888 -3.0567
H 8.2698 -1.2807 1.1907
H 8.6564 -2.1268 2.6755
H 6.6090 -3.1553 2.8791
H 6.0907 -2.9788 1.2563
H 6.2922 -0.7436 3.3761
H 4.8022 -1.5285 2.9034
H 4.7810 0.6403 1.8323
H 4.8883 -0.7604 0.6770
H 6.3553 0.2940 1.0650
H 11.0505 -3.9841 0.0558
H 10.9636 -3.3354 1.6927
H 11.1542 -1.1531 0.8962
H 9.9712 -1.3557 -0.2909
H 12.8676 -2.2440 -0.6295
H 12.2347 -0.7828 -1.3933
H 12.4841 -2.5171 -2.9943
H 10.7161 -2.2394 -2.8308
H 11.3955 -3.6554 -2.1003
C 0.4760 2.0610 4.9071
C 1.4240 3.2321 4.5130
C 0.7240 4.4016 3.7905
C 1.6738 5.5369 3.5034
P 1.4120 6.2033 1.8811
C 1.8198 4.8693 0.8008
C 2.1285 5.2672 -0.6565
C 1.9739 4.1834 -1.7486
C 2.9242 2.9877 -1.7850
C -0.3041 6.7211 1.7604
C -0.9002 6.7485 0.3406
C -0.6257 7.9615 -0.4859
C -1.5558 8.0731 -1.6566
C 2.4623 7.6903 1.4989
C 2.4937 8.6164 2.7075
C 3.1955 9.9309 2.3150
C 2.4152 10.6315 1.1669
H 0.3437 1.4768 3.9604
H -0.4573 2.4273 5.4075
H 0.9717 1.3717 5.6546
H 2.2178 2.7208 3.8889
H 1.9190 3.6537 5.4053
H -0.1408 4.7463 4.3421
H 0.2211 4.0317 2.8445
H 2.6739 5.1063 3.5878
H 1.6278 6.3333 4.1945
H 0.9186 4.1403 0.8119
H 2.6174 4.3586 1.2977
H 3.2201 5.5426 -0.6077
H 1.5096 6.1224 -0.8805
H 2.1372 4.7273 -2.6666
H 0.9325 3.9147 -1.8047
H 2.9593 2.3520 -0.8555
H 3.9171 3.2987 -1.9991
H 2.5911 2.3917 -2.6147
H -0.4218 7.6164 2.4024
H -0.7923 6.0292 2.4826
H -1.9709 6.6037 0.4506
H -0.6733 5.8258 -0.1737
H 0.4071 7.9840 -0.8759
H -0.7592 8.9031 0.1375
H -1.2861 7.2523 -2.3343
H -1.4356 8.9664 -2.2542
H -2.5868 7.9842 -1.3349
H 2.1348 8.2052 0.6649
H 3.4985 7.3773 1.1905
H 2.9962 8.2696 3.6196
H 1.5352 8.8688 3.0879
H 4.2134 9.8379 1.9230
H 3.2035 10.5340 3.2914
H 2.6598 11.7523 1.0993
H 1.2787 10.6152 1.3527
H 2.6199 10.1691 0.2652
*
```

Output
Relative energy (zero: lowest compared OMol25 entry of this formula, charge and spin)   90.3 kJ/mol
Largest force on an atom   4.19 eV/Å
DFT total energy   -7696.87784 hartree
LUMO level   -6.08 eV
Kohn-Sham gap   10.980 eV
Molar mass   1486.10 g mol⁻¹

=====

Density functional theory data (the ωB97M-V functional and the def2-TZVPD basis) for a structure of composition C53H47N2O4P2SiV in a non-equilibrium geometry.

```
! RIJCOSX wB97M-V def2-TZVPD def2/J DEFGRID3
* xyz -1 2
V 0.6178 -0.4712 0.1227
C 0.1705 2.9529 1.4410
Si 0.5425 1.9500 -0.1519
C -0.5932 2.7614 -1.4910
C -0.0405 3.3870 -2.6203
C -0.8254 3.8840 -3.6498
C -2.2050 3.7519 -3.5932
C -2.7832 3.1253 -2.5034
C -2.0038 2.6390 -1.4488
P -2.7914 1.8051 -0.0094
C -4.0528 0.7474 -0.8555
C -3.6332 -0.0692 -1.9110
C -4.5071 -0.9657 -2.5094
C -5.8126 -1.0835 -2.0490
C -6.2313 -0.3025 -0.9823
C -5.3585 0.6037 -0.3901
C -3.8355 3.1452 0.7164
C -4.3861 2.8675 1.9718
C -5.1678 3.8029 2.6363
C -5.3873 5.0504 2.0667
C -4.8202 5.3513 0.8367
C -4.0493 4.4077 0.1662
C 2.3152 2.6433 -0.4631
C 2.6370 3.9784 -0.7555
C 3.9517 4.4116 -0.8117
C 4.9912 3.5151 -0.5738
C 4.7014 2.1969 -0.2670
C 3.3719 1.7663 -0.2025
P 2.9098 0.0723 0.3544
C 4.3008 -0.8523 -0.4297
C 5.3522 -1.4500 0.2570
C 6.3492 -2.1309 -0.4359
C 6.3013 -2.2245 -1.8183
C 5.2554 -1.6266 -2.5136
C 4.2640 -0.9454 -1.8238
C 3.4095 0.0970 2.1254
C 3.7225 1.2594 2.8212
C 3.9420 1.2256 4.1955
C 3.8440 0.0313 4.8917
C 3.5184 -1.1356 4.2096
C 3.2940 -1.0975 2.8428
H 0.2551 4.0309 1.2593
H 0.8938 2.6730 2.2152
H -0.8304 2.7527 1.8367
H 1.0379 3.4569 -2.7054
H -0.3601 4.3631 -4.5037
H -2.8247 4.1235 -4.4010
H -3.8605 3.0051 -2.4738
H -2.6066 -0.0132 -2.2538
H -4.1648 -1.5771 -3.3364
H -6.4951 -1.7866 -2.5121
H -7.2410 -0.4012 -0.6009
H -5.7070 1.2047 0.4400
H -4.1886 1.9038 2.4340
H -5.5932 3.5625 3.6038
H -5.9833 5.7899 2.5892
H -4.9755 6.3289 0.3950
H -3.6069 4.6622 -0.7874
H 1.8373 4.6948 -0.9253
H 4.1736 5.4495 -1.0347
H 6.0216 3.8501 -0.6136
H 5.5086 1.5016 -0.0648
H 5.4021 -1.3829 1.3363
H 7.1686 -2.5860 0.1097
H 7.0783 -2.7562 -2.3555
H 5.2102 -1.6977 -3.5942
H 3.4457 -0.4833 -2.3647
H 3.7872 2.2030 2.2940
H 4.1778 2.1420 4.7235
H 4.0121 0.0078 5.9621
H 3.4201 -2.0712 4.7470
H 3.0112 -2.0068 2.3222
O 0.4872 -0.2898 2.0260
C -0.4836 -0.7124 2.7304
C -1.6369 -1.3801 2.2409
C -2.5676 -1.8878 3.1587
C -3.6375 -2.6230 2.7344
C -3.8349 -2.9001 1.3578
C -2.9769 -2.3791 0.4416
C -1.8699 -1.5724 0.8348
O -1.1142 -1.0277 -0.0571
N -4.5809 -3.1289 3.7133
O -5.5011 -3.8172 3.3205
O -4.4192 -2.8455 4.8854
H -0.3969 -0.6009 3.8136
H -2.4405 -1.7149 4.2208
H -4.6758 -3.5104 1.0615
H -3.1147 -2.5466 -0.6199
C 1.3406 -5.7521 -0.7682
N 1.5644 -4.5734 0.0455
C 0.3160 -4.0871 0.6028
C 2.3166 -3.5031 -0.6310
C 1.6249 -2.7908 -1.7833
C 1.5902 -3.4355 -3.0242
C 0.8947 -2.8956 -4.0969
C 0.2607 -1.6686 -3.9393
C 0.3486 -0.9984 -2.7270
C 1.0121 -1.5304 -1.6033
H 0.9770 -6.5629 -0.1308
H 2.2824 -6.0681 -1.2220
H 0.6036 -5.5947 -1.5707
H -0.1287 -4.8595 1.2362
H -0.4186 -3.8039 -0.1639
H 0.5141 -3.2115 1.2287
H 3.2645 -3.9337 -0.9726
H 2.5451 -2.7714 0.1404
H 2.1352 -4.3662 -3.1593
H 0.8493 -3.4262 -5.0425
H -0.2946 -1.2323 -4.7647
H -0.1164 -0.0164 -2.6530
*
```

Output
Largest force on an atom   1.76 eV/Å
DFT total energy   -4374.51064 hartree
LUMO level (alpha / beta)   2.13 / 2.21 eV
Kohn-Sham gap (alpha / beta)   5.495 / 5.719 eV
Molar mass   916.95 g mol⁻¹

=====

Density functional theory data (the ωB97M-V functional and the def2-TZVPD basis) for the ion C6H10 with charge -1 in a non-equilibrium geometry.

```
! RIJCOSX wB97M-V def2-TZVPD def2/J DEFGRID3
* xyz -1 2
C -0.1430 -0.2692 -1.6025
C -0.9579 -1.1358 -2.1897
C 0.9322 -0.5223 0.5538
C -0.0311 0.0880 -0.1629
C -0.7436 1.3533 0.2289
C 1.0494 -0.2457 2.0389
H 0.5318 0.2631 -2.2942
H -1.8189 -1.6332 -1.7720
H -0.8746 -1.3847 -3.2429
H 1.5153 -1.2906 0.0690
H -1.5722 1.6261 -0.4109
H -0.0062 2.1865 0.2060
H -1.0822 1.3327 1.2704
H 1.7408 -0.8637 2.6159
H 0.0808 -0.2856 2.5530
H 1.3795 0.7810 2.1392
*
```

Output
Relative energy (zero: lowest compared OMol25 entry of this formula, charge and spin)   88.6 kJ/mol
Largest force on an atom   1.15 eV/Å
DFT total energy   -234.50500 hartree
LUMO level (alpha / beta)   4.35 / 4.18 eV
Kohn-Sham gap (alpha / beta)   3.037 / 8.914 eV
Molar mass   82.15 g mol⁻¹

=====

Density functional theory data (the ωB97M-V functional and the def2-TZVPD basis) for an isolated molecule of C5H8O2 in a non-equilibrium geometry.

```
! RIJCOSX wB97M-V def2-TZVPD def2/J DEFGRID3
* xyz 0 1
C -2.1663 -0.0839 -0.3794
C -1.0458 -0.1133 0.6114
C 0.2551 -0.6421 0.1498
O 1.5778 -1.2168 0.2757
C 2.1912 -0.1002 -0.2636
O 1.3916 1.1988 -0.1995
C 0.3648 0.7039 0.6897
H -2.6881 -1.0293 -0.6697
H -1.8206 0.2863 -1.4408
H -2.8758 0.7228 -0.0911
H -1.5556 -0.0975 1.5701
H 0.2353 -0.3872 -0.8907
H 2.2834 -0.1840 -1.3898
H 3.2115 0.0410 0.3128
H 0.6413 0.9014 1.7151
*
```

Output
Relative energy (zero: lowest compared OMol25 entry of this formula, charge and spin)   596.0 kJ/mol
Largest force on an atom   4.43 eV/Å
DFT total energy   -345.57794 hartree
LUMO level   1.03 eV
Kohn-Sham gap   10.303 eV
Molar mass   100.12 g mol⁻¹
SMILES string   CC1[C@@H]2OCO[C@@H]12

=====

Density functional theory data (the ωB97M-V functional and the def2-TZVPD basis) for a structure of composition C16H10ClF5OSr in a non-equilibrium geometry.

```
! RIJCOSX wB97M-V def2-TZVPD def2/J DEFGRID3
* xyz -2 1
C 2.6533 -0.3749 2.7846
C 3.3563 -0.6523 1.5745
C 2.6838 -1.7046 0.9009
H 4.2857 -0.1823 1.2487
C 1.5223 -2.0376 1.6451
C 1.5212 -1.2440 2.8292
H 0.8533 -1.3537 3.6855
H 2.9732 0.3184 3.5652
H 3.0276 -2.2079 -0.0025
H 0.8162 -2.8302 1.3881
Sr 0.8571 1.2904 1.2174
Cl 2.4354 2.2967 -0.6071
C 0.8536 -0.3846 -3.4983
C 0.4975 -1.6069 -2.8489
C 1.6825 -2.1746 -2.3012
H -0.4949 -2.0481 -2.7950
C 2.7763 -1.3072 -2.6104
C 2.2643 -0.1972 -3.3496
H 2.8640 0.6235 -3.7397
H 0.1593 0.3235 -3.9503
H 1.7285 -3.0668 -1.6838
H 3.8150 -1.4729 -2.3315
F -5.9589 3.0585 0.8519
C -4.7935 2.3850 0.7790
C -4.8000 0.9907 0.6487
F -5.9802 0.3356 0.6272
C -3.6207 0.2703 0.5693
F -3.6454 -1.0660 0.4009
C -2.3619 0.9274 0.6587
O -1.2494 0.2762 0.5697
C -2.4082 2.3399 0.8499
F -1.1919 2.9972 1.0534
C -3.5751 3.0667 0.8692
F -3.5464 4.4116 1.0014
*
```

Output
Relative energy (zero: lowest compared OMol25 entry of this formula, charge and spin)   141.7 kJ/mol
Largest force on an atom   1.94 eV/Å
DFT total energy   -1681.20109 hartree
LUMO level   3.96 eV
Kohn-Sham gap   3.730 eV
Molar mass   436.32 g mol⁻¹